{"formula": "C33H29N3O3", "method": "wB97M-V/def2-TZVPD", "lumo_energy_ha": -0.10175, "e_tot_ha": -1664.69386, "de_lowest_kcal_mol": 0.7, "gap_ev": 3.642, "spin_multiplicity": 1, "symbols": ["C", "N", "C", "C", "C", "C", "C", "C", "C", "C", "C", "C", "C", "C", "C", "C", "C", "N", "C", "C", "C", "C", "C", "C", "C", "C", "C", "C", "C", "H", "H", "H", "H", "H", "H", "H", "H", "H", "H", "H", "H", "H", "H", "H", "H", "H", "H", "H", "H", "H", "H", "H", "H", "H", "O", "C", "C", "C", "C", "N", "O", "O", "C", "C", "H", "H", "H", "H"], "xyz": [[-5.065486, -0.047593, -3.349877], [-4.697293, -0.236473, -1.937327], [-5.232336, -1.421922, -1.344675], [-4.933078, -2.666107, -1.927314], [-5.432228, -3.839603, -1.367141], [-6.289137, -3.777133, -0.260498], [-6.580698, -2.539816, 0.326651], [-6.041737, -1.363632, -0.200665], [-3.428528, 0.183564, -1.510026], [-3.230881, 0.569586, -0.163757], [-1.974643, 0.937935, 0.267423], [-0.817991, 0.810174, -0.565219], [0.447547, 1.106839, -0.001566], [1.720357, 0.699165, -0.469490], [2.884182, 1.358620, 0.038509], [4.145340, 1.050948, -0.424261], [4.325739, 0.052697, -1.403525], [5.638527, -0.273820, -1.846658], [5.951617, 0.085062, -3.240505], [6.218058, -1.485017, -1.358010], [5.934686, -2.703906, -1.987863], [6.406298, -3.897465, -1.439163], [7.228437, -3.876578, -0.305840], [7.541620, -2.654460, 0.303736], [7.027771, -1.463365, -0.207649], [3.196468, -0.621394, -1.907212], [1.932590, -0.361859, -1.402823], [-1.044003, 0.439694, -1.928963], [-2.319238, 0.137753, -2.380930], [-4.738286, 0.939357, -3.693247], [-4.637189, -0.829593, -3.991762], [-6.158223, -0.108495, -3.420473], [-4.286013, -2.688798, -2.809324], [-5.157594, -4.798804, -1.806899], [-6.716830, -4.692263, 0.151449], [-7.234142, -2.479415, 1.196646], [-6.244590, -0.383923, 0.236121], [-4.081722, 0.582996, 0.517867], [-1.824072, 1.300951, 1.282943], [0.446732, 1.714593, 0.893122], [2.743797, 2.126452, 0.799823], [5.031020, 1.565171, -0.049693], [7.005728, -0.141243, -3.433372], [5.323867, -0.465545, -3.956020], [5.783989, 1.160847, -3.370789], [5.308828, -2.700103, -2.883739], [6.135730, -4.842778, -1.909688], [7.620975, -4.808339, 0.105135], [8.191926, -2.622253, 1.177748], [7.237430, -0.494219, 0.249028], [3.335350, -1.367054, -2.693081], [1.085203, -0.972994, -1.712764], [-0.205463, 0.412539, -2.625956], [-2.466609, -0.213388, -3.404238], [-0.006237, 1.891172, 2.749728], [-0.637879, 2.628954, 3.548519], [-1.538711, 3.704628, 3.123740], [-2.331267, 4.381140, 4.014535], [-2.286857, 4.069415, 5.389937], [-3.230632, 4.711895, 6.237923], [-3.271164, 4.446965, 7.457944], [-4.009988, 5.537851, 5.696098], [-1.362295, 3.109337, 5.877054], [-0.555191, 2.432727, 5.001359], [-1.587261, 3.939084, 2.061831], [-3.021753, 5.160132, 3.695799], [-1.314702, 2.919948, 6.948070], [0.142168, 1.671165, 5.343287]], "forces_ev_per_angstrom": [[0.1, -0.2, 0.3], [0.3, 0.8, -0.4], [-0.4, -0.8, 0.6], [0.0, 0.3, 0.3], [-0.2, 0.2, 0.0], [0.2, 0.3, 0.0], [0.1, -0.1, -0.2], [0.2, -0.1, -0.5], [-0.1, -0.7, 0.4], [0.1, -0.1, -0.2], [0.1, 0.0, 0.2], [-0.4, 0.2, -0.4], [-0.4, -0.3, -0.6], [1.2, -0.5, -0.4], [-0.8, 0.0, 0.0], [0.3, -0.4, -0.3], [-0.5, 0.1, 0.2], [0.6, 0.8, -0.2], [-0.3, -0.1, 0.4], [-0.1, -0.6, 0.4], [0.0, 0.1, 0.4], [0.2, 0.1, 0.0], [-0.2, 0.3, -0.1], [-0.1, -0.1, -0.2], [-0.3, 0.0, -0.5], [0.0, 0.0, 0.1], [-0.1, 0.5, 0.0], [-0.2, -0.2, 0.1], [0.4, 0.2, -0.1], [0.0, -0.2, 0.1], [-0.1, 0.2, -0.1], [0.3, 0.0, 0.0], [-0.2, -0.1, 0.3], [-0.2, 0.2, 0.1], [0.2, 0.3, -0.1], [0.2, -0.1, -0.2], [-0.1, -0.4, -0.1], [0.3, 0.1, -0.2], [0.1, -0.1, 0.0], [-0.2, 0.1, 0.6], [0.0, -0.2, -0.2], [-0.3, -0.2, 0.0], [-0.3, 0.1, 0.1], [0.1, 0.1, -0.1], [0.0, -0.2, -0.1], [0.2, -0.1, 0.3], [0.2, 0.2, 0.1], [-0.1, 0.3, -0.1], [-0.2, -0.1, -0.2], [0.0, -0.3, -0.1], [-0.1, 0.1, 0.4], [0.3, 0.2, 0.0], [-0.3, 0.0, 0.2], [0.1, 0.3, 0.3], [0.3, 0.0, -0.6], [-0.9, 0.7, 1.2], [0.6, -0.7, 0.1], [0.0, -0.2, 0.4], [0.4, -0.3, -0.3], [-0.9, 0.9, 0.5], [0.2, 0.3, -1.6], [0.9, -1.1, 1.2], [-0.4, 0.4, -0.1], [-0.1, 0.1, -0.9], [0.0, 0.0, 0.1], [0.2, -0.3, 0.0], [-0.1, 0.0, -0.2], [-0.1, 0.1, 0.0]], "lowdin_charge": [-0.046, -0.101, -0.240, -0.020, -0.076, -0.081, -0.071, -0.015, -0.185, 0.032, 0.040, -0.170, 0.129, -0.172, 0.027, 0.020, -0.197, -0.138, -0.043, -0.245, -0.029, -0.079, -0.085, -0.079, -0.010, 0.012, 0.005, 0.002, 0.004, 0.098, 0.076, 0.102, 0.113, 0.106, 0.105, 0.108, 0.116, 0.120, 0.112, 0.089, 0.133, 0.125, 0.098, 0.077, 0.092, 0.107, 0.104, 0.104, 0.105, 0.115, 0.116, 0.114, 0.113, 0.114, -0.120, -0.447, -0.039, -0.036, -0.204, -0.355, 0.011, -0.013, -0.028, -0.030, 0.091, 0.110, 0.111, 0.098]}